Below is a structure of composition C14H9AuN6O2S3 at a distorted geometry, with properties calculated with ωB97M-V/def2-TZVPD.

Cartesian coordinates (Å):
Au: -0.16 1.46 -0.03
N: 4.15 2.14 -0.07
C: 3.24 1.23 0.11
N: 2.02 1.73 0.30
C: 2.32 3.08 0.16
N: 3.60 3.34 -0.12
C: 1.35 4.03 0.14
C: 1.75 5.48 0.25
N: 0.81 6.41 0.21
C: -0.50 6.04 0.04
C: -0.88 4.73 0.06
N: 0.06 3.79 0.20
H: 6.02 -2.30 -0.26
H: 3.49 0.20 -0.07
H: 2.75 5.62 0.29
H: -1.32 6.77 -0.06
H: -1.90 4.62 0.11
S: -3.55 1.42 -0.08
C: -2.11 1.71 -0.04
O: 1.06 -5.45 -1.09
S: 0.64 -5.01 0.17
O: 1.02 -5.80 1.29
N: 1.27 -3.39 0.33
C: 0.32 -2.54 0.26
S: 0.55 -0.91 0.69
C: -1.03 -3.12 -0.02
C: -2.20 -2.43 -0.27
C: -3.34 -3.16 -0.42
C: -3.40 -4.56 -0.35
C: -2.23 -5.25 -0.14
C: -1.06 -4.51 0.03
H: -1.99 -1.33 -0.32
H: -4.29 -2.59 -0.51
H: -4.29 -5.10 -0.53
H: -2.17 -6.34 -0.25

## Properties
<S²>   3.79
ΔE to the lowest compared entry with this formula, charge and spin   3.691 eV
Total charge   +1
Multiplicity   4
Orbital gap (alpha / beta)   0.2313 / 0.1652 Eh


Below is an isolated molecule of C24H23N3O5, with properties calculated with ωB97M-V/def2-TZVPD.

Cartesian coordinates (Å):
H: 4.49 0.80 -2.92
N: 3.60 1.00 -2.47
C: 3.60 0.88 -1.21
C: 2.41 1.10 -0.38
C: 1.29 1.47 -1.07
C: -0.07 1.68 -0.65
C: -0.87 2.52 -1.43
C: -2.19 2.75 -1.08
C: -2.74 2.16 0.04
O: -4.03 2.42 0.44
C: -5.03 1.93 -0.43
C: -5.01 0.40 -0.48
O: -3.90 0.03 -1.28
C: -3.26 -1.15 -1.03
C: -1.97 -1.26 -1.55
C: -1.24 -2.42 -1.36
C: -1.79 -3.48 -0.65
C: -3.07 -3.37 -0.15
C: -3.82 -2.22 -0.33
C: -1.95 1.30 0.84
O: -2.57 0.74 1.91
C: -1.80 0.06 2.87
C: -1.62 -1.42 2.54
C: -0.63 1.06 0.47
C: 2.54 1.05 1.11
O: 1.72 1.54 1.86
N: 3.65 0.43 1.64
C: 4.65 0.17 0.88
C: 5.92 -0.43 1.18
C: 6.63 -0.42 0.02
C: 8.00 -0.88 -0.29
O: 5.92 0.12 -1.00
N: 4.70 0.49 -0.45
H: 1.46 1.63 -2.13
H: -0.45 3.00 -2.30
H: -2.80 3.41 -1.68
H: -4.91 2.32 -1.44
H: -5.98 2.28 -0.01
H: -4.89 0.02 0.54
H: -5.94 0.02 -0.92
H: -1.56 -0.43 -2.09
H: -0.24 -2.49 -1.76
H: -1.22 -4.38 -0.49
H: -3.51 -4.20 0.40
H: -4.82 -2.16 0.06
H: -0.83 0.55 3.01
H: -2.37 0.16 3.80
H: -1.04 -1.90 3.33
H: -1.11 -1.55 1.59
H: -2.59 -1.91 2.47
H: -0.03 0.37 1.03
H: 6.23 -0.79 2.13
H: 8.46 -1.30 0.60
H: 8.60 -0.05 -0.66
H: 7.97 -1.64 -1.07

## Properties
ΔE to the lowest compared entry with this formula, charge and spin   4.284 eV
Total charge   0
SMILES string   [H]/N=C1/C(=C/c2ccc(OCCOc3ccccc3)c(OCC)c2)C(=O)N=C2C=C(C)ON21
Orbital gap   0.2664 Eh


Below is an isolated molecule of C7H8N2O4S at a distorted geometry, with properties calculated with ωB97M-V/def2-TZVPD.

Cartesian coordinates (Å):
C: -0.20 1.16 3.70
O: -0.11 0.05 3.28
C: -0.06 -0.31 2.04
C: 0.17 0.63 1.14
N: 0.69 0.22 -0.25
C: 0.51 -1.01 -0.58
S: 0.64 -1.55 -2.34
C: 0.96 0.23 -3.05
C: -0.66 0.82 -3.20
O: -0.97 2.01 -2.80
O: -1.38 0.11 -4.03
N: 0.07 -1.94 0.19
C: -0.15 -2.00 1.62
O: -0.34 -2.81 2.39
H: -0.36 1.15 4.66
H: -0.78 1.77 3.08
H: 0.92 1.59 3.57
H: 0.35 1.45 1.36
H: 1.21 -0.04 -3.99
H: 1.52 0.82 -2.34
H: -2.09 0.40 -4.31
H: 0.05 -2.75 -0.11

## Properties
ΔE to the lowest compared entry with this formula, charge and spin   4.891 eV
Total charge   0
SMILES string   COc1cnc(SCC(=O)O)[nH]c1=O
Orbital gap   0.3263 Eh


Below is a structure of composition C7H10N2O3Sr at a distorted geometry, with properties calculated with ωB97M-V/def2-TZVPD.

Cartesian coordinates (Å):
C: -0.40 1.25 -2.10
C: 0.99 1.44 -1.91
C: 1.16 2.34 -0.82
C: -0.13 2.69 -0.34
C: -1.09 2.01 -1.13
Sr: 0.22 0.02 0.59
N: -1.30 -1.64 -0.07
C: -0.39 -2.69 -0.54
C: 1.01 -2.31 -0.77
H: 2.11 2.76 -0.48
H: 1.78 1.05 -2.55
H: -0.34 3.41 0.46
H: -2.18 2.12 -1.05
H: -0.86 0.67 -2.91
H: 1.29 -2.01 -1.78
H: -0.39 -3.50 0.24
H: -2.24 -2.05 -0.02
H: 1.71 -2.43 0.04
H: -0.80 -3.09 -1.50
O: 0.04 1.11 4.74
N: -0.03 -0.02 4.21
O: 0.05 -1.10 4.80
O: -0.21 -0.06 2.89

## Properties
ΔE to the lowest compared entry with this formula, charge and spin   0.000 eV
Total charge   -2
Orbital gap   0.1483 Eh


Below is a cluster of 5 separate species, C16H23Cl3F9NO7 in total at a distorted geometry, with properties calculated with ωB97M-V/def2-TZVPD.

Cartesian coordinates (Å):
C: 0.56 -1.01 2.51
C: -0.01 -1.05 3.92
O: -1.41 -1.34 3.91
C: -2.26 -0.39 3.54
O: -1.98 0.68 3.11
C: -3.69 -0.94 3.61
F: -4.51 -0.04 4.16
F: -4.11 -1.19 2.37
F: -3.79 -2.05 4.33
H: 0.28 -1.90 1.94
H: 1.64 -0.94 2.58
H: 0.22 -0.20 1.87
H: 0.20 -0.08 4.37
H: 0.53 -1.76 4.54
C: 1.79 -1.65 -1.73
C: 3.19 -1.16 -1.43
O: 4.09 -2.21 -1.08
C: 4.19 -2.50 0.20
O: 3.59 -2.01 1.09
C: 5.25 -3.57 0.49
F: 4.70 -4.60 1.15
F: 5.81 -4.04 -0.62
F: 6.21 -3.05 1.27
H: 1.68 -2.40 -2.51
H: 1.24 -0.82 -2.19
H: 1.24 -2.02 -0.86
H: 3.16 -0.45 -0.61
H: 3.56 -0.69 -2.34
C: -2.56 -5.22 -0.54
C: -1.97 -3.88 -0.15
O: -2.91 -2.88 -0.58
C: -2.57 -1.63 -0.35
O: -1.52 -1.28 0.09
C: -3.66 -0.62 -0.74
F: -3.70 0.34 0.18
F: -3.37 -0.09 -1.92
F: -4.86 -1.19 -0.80
H: -2.65 -5.24 -1.63
H: -3.49 -5.49 -0.06
H: -1.84 -6.01 -0.31
H: -1.03 -3.71 -0.68
H: -1.80 -3.82 0.93
Cl: -1.69 3.44 -0.03
C: -0.44 2.22 -0.21
Cl: 1.11 2.87 0.29
Cl: -0.41 1.55 -1.88
H: -0.71 1.35 0.39
C: 0.42 4.93 -3.18
N: 0.69 6.21 -2.57
C: 1.39 6.23 -1.29
C: 0.21 7.35 -3.10
O: -0.55 7.43 -4.05
H: 1.34 4.34 -3.07
H: 0.27 4.95 -4.25
H: -0.34 4.41 -2.60
H: 1.56 7.24 -0.94
H: 0.78 5.68 -0.56
H: 2.33 5.69 -1.37
H: 0.59 8.26 -2.61

## Properties
Total charge   0
SMILES string   CCOC(=O)C(F)(F)F.CCOC(=O)C(F)(F)F.CCOC(=O)C(F)(F)F.ClC(Cl)Cl.CN(C)C=O
Orbital gap   0.3476 Eh